No. 1
C3H9NOP | ωB97M-V with the def2-TZVPD basis set

Atoms and positions in Å:
C (-1.974, 0.171, 0.777)
C (-0.121, -0.027, -1.566)
C (3.151, -0.033, -1.694)
N (-1.617, -0.401, 1.922)
O (1.530, -0.922, 0.306)
P (1.576, -0.275, -1.197)
H (-1.769, 1.234, 0.665)
H (-2.869, -0.306, 0.282)
H (-0.539, 0.513, -2.423)
H (-0.758, -0.779, -0.979)
H (3.878, 0.097, -0.845)
H (3.465, 0.059, -2.739)
H (-1.063, 0.136, 2.622)
H (-1.539, -1.408, 2.159)
H (2.300, -1.490, 0.608)

The net charge is +1. The gap between HOMO and LUMO comes out at 5.9 eV. Its total energy is -16072.789 eV. As for the spin multiplicity: 1. The energy above the lowest of the compared OMol25 structures with the same formula, charge and spin is 71.8 kcal per mole.

Charge distribution, natural (NBO) scheme, values in e:
1. C 0.13
2. C -1.10
3. C -1.06
4. N -0.63
5. O -1.00
6. P 1.67
7. H 0.25
8. H 0.25
9. H 0.27
10. H 0.23
11. H 0.28
12. H 0.28
13. H 0.43
14. H 0.45
15. H 0.53



No. 2
C25H37BClF4GeIrN2O3 | ωB97M-V with the def2-TZVPD basis set

Atoms and positions in Å:
Ir (-0.560, 0.092, 0.145)
C (1.660, -2.697, 0.200)
C (1.690, -1.807, 1.421)
C (1.752, -2.604, 2.710)
C (2.750, -0.731, 1.354)
O (0.338, -1.128, 1.452)
Ge (-0.539, -0.290, 2.968)
O (-0.172, 1.392, 1.420)
C (0.280, 2.838, 1.619)
C (1.354, 2.761, 2.682)
C (0.813, 3.292, 0.280)
C (-0.942, 3.602, 2.081)
O (-2.023, -0.346, 1.831)
C (-3.061, -1.428, 1.850)
C (-3.966, -1.151, 0.668)
C (-3.787, -1.260, 3.174)
C (-2.372, -2.774, 1.741)
H (2.623, -3.200, 0.110)
H (0.880, -3.454, 0.277)
H (1.513, -2.118, -0.710)
H (2.681, -3.174, 2.726)
H (1.765, -1.959, 3.593)
H (0.929, -3.316, 2.778)
H (3.734, -1.199, 1.294)
H (2.631, -0.102, 0.470)
H (2.738, -0.109, 2.251)
H (2.170, 2.111, 2.373)
H (1.764, 3.761, 2.830)
H (0.954, 2.430, 3.642)
H (1.683, 2.710, -0.024)
H (0.044, 3.240, -0.493)
H (1.115, 4.338, 0.363)
H (-1.490, 3.058, 2.852)
H (-0.614, 4.543, 2.524)
H (-1.614, 3.841, 1.258)
H (-4.416, -0.161, 0.748)
H (-3.433, -1.246, -0.280)
H (-4.775, -1.882, 0.657)
H (-4.206, -0.259, 3.270)
H (-4.606, -1.977, 3.231)
H (-3.130, -1.456, 4.026)
H (-1.804, -2.871, 0.815)
H (-1.708, -2.956, 2.592)
H (-3.126, -3.561, 1.754)
N (-4.913, 4.294, -4.109)
C (-4.224, 3.649, -3.455)
C (-3.364, 2.843, -2.639)
C (-3.552, 2.794, -1.258)
C (-2.713, 2.005, -0.506)
N (-1.715, 1.295, -1.066)
C (-1.537, 1.332, -2.398)
C (-2.342, 2.095, -3.215)
H (-4.345, 3.352, -0.782)
H (-2.826, 1.910, 0.565)
H (-0.744, 0.723, -2.805)
H (-2.176, 2.099, -4.282)
Cl (4.159, 1.994, -1.270)
C (4.294, 0.379, -1.894)
C (5.545, -0.191, -1.975)
C (5.676, -1.490, -2.458)
C (4.550, -2.212, -2.858)
C (3.303, -1.640, -2.778)
C (3.120, -0.314, -2.293)
C (1.838, 0.235, -2.214)
H (6.413, 0.375, -1.669)
H (6.660, -1.933, -2.527)
H (4.664, -3.215, -3.246)
H (2.430, -2.188, -3.113)
H (1.012, -0.369, -2.571)
H (1.688, 1.281, -1.983)
F (-0.920, -1.261, -1.091)
B (-1.377, -2.667, -3.160)
F (-2.578, -2.948, -2.708)
F (-0.356, -3.451, -2.890)
F (-1.186, -1.569, -3.875)

The net charge is +2. Its expectation value of S² is 6.05. The gap between HOMO and LUMO (alpha / beta) comes out at 5.8 / 4.3 eV. Its total energy is -119059.590 eV. As for the spin multiplicity: 5.

Charge distribution, Löwdin scheme, values in e:
1. Ir 1.76
2. C -0.01
3. C -0.60
4. C -0.03
5. C -0.01
6. O -0.54
7. Ge 1.23
8. O -0.47
9. C -0.57
10. C -0.01
11. C -0.02
12. C 0.00
13. O -0.47
14. C -0.63
15. C -0.01
16. C -0.02
17. C -0.02
18. H 0.12
19. H 0.10
20. H 0.05
21. H 0.12
22. H 0.08
23. H 0.10
24. H 0.12
25. H 0.06
26. H 0.08
27. H 0.08
28. H 0.12
29. H 0.09
30. H 0.05
31. H 0.08
32. H 0.12
33. H 0.10
34. H 0.11
35. H 0.08
36. H 0.09
37. H 0.07
38. H 0.11
39. H 0.10
40. H 0.11
41. H 0.08
42. H 0.08
43. H 0.08
44. H 0.11
45. N 0.24
46. C -0.13
47. C -0.16
48. C 0.05
49. C -0.10
50. N -0.11
51. C -0.07
52. C 0.06
53. H 0.15
54. H 0.11
55. H 0.09
56. H 0.15
57. Cl 0.73
58. C -0.60
59. C -0.09
60. C -0.04
61. C -0.05
62. C -0.04
63. C -0.34
64. C 0.01
65. H 0.12
66. H 0.12
67. H 0.12
68. H 0.12
69. H 0.04
70. H 0.03
71. F -0.39
72. B -0.89
73. F 0.28
74. F 0.28
75. F 0.26



No. 3
C4H5ClOS2 | ωB97M-V with the def2-TZVPD basis set

Atoms and positions in Å:
C (1.688, 0.030, -2.172)
S (0.476, -1.181, -1.675)
C (-0.343, -0.505, -0.288)
S (-1.641, -1.263, 0.307)
C (0.151, 0.746, 0.422)
Cl (-1.131, 1.865, 0.903)
C (0.879, 0.323, 1.641)
O (2.084, 0.190, 1.694)
H (1.305, 0.984, -2.471)
H (2.158, -0.358, -3.076)
H (2.489, 0.154, -1.444)
H (0.798, 1.407, -0.168)
H (0.208, 0.111, 2.528)

The gap between HOMO and LUMO comes out at 8.3 eV. Its SMILES is CSC(=S)[C@@H](Cl)C=O. Its total energy is -40468.375 eV. As for the spin multiplicity: 1. The energy above the lowest of the compared OMol25 structures with the same formula, charge and spin is 10.3 kcal per mole.

Charge distribution, natural (NBO) scheme, values in e:
1. C -0.79
2. S 0.40
3. C -0.34
4. S 0.08
5. C -0.40
6. Cl 0.00
7. C 0.43
8. O -0.50
9. H 0.23
10. H 0.25
11. H 0.24
12. H 0.26
13. H 0.14



No. 4
C14H16O | ωB97M-V with the def2-TZVPD basis set

Atoms and positions in Å:
C (0.323, 3.739, 0.371)
C (1.033, 2.485, 0.462)
C (1.256, 1.837, 1.624)
C (2.100, 0.760, 1.722)
C (2.483, 0.186, 0.545)
O (2.975, -1.131, 0.468)
C (2.511, 0.836, -0.703)
C (1.668, 1.990, -0.679)
H (0.927, 4.454, 1.148)
H (-0.801, 3.664, 0.708)
H (0.122, 4.298, -0.545)
H (0.784, 2.189, 2.536)
H (2.362, 0.484, 2.755)
H (3.311, -1.471, 1.291)
H (2.946, 0.255, -1.472)
H (1.515, 2.616, -1.531)
C (-2.778, -2.849, 1.035)
C (-1.992, -2.190, -0.024)
C (-1.946, -2.779, -1.255)
C (-1.372, -2.039, -2.336)
C (-0.645, -0.906, -2.047)
C (-0.633, -0.242, -0.794)
C (-1.428, -0.839, 0.111)
H (-2.432, -2.715, 2.023)
H (-2.845, -3.813, 0.642)
H (-3.802, -2.647, 1.245)
H (-2.231, -3.743, -1.444)
H (-1.383, -2.417, -3.294)
H (-0.250, -0.392, -2.958)
H (-0.158, 0.846, -0.693)
H (-1.620, -0.466, 1.089)

The gap between HOMO and LUMO comes out at 9.3 eV. Its SMILES is Cc1ccc(O)cc1.Cc1ccccc1. Its total energy is -16822.281 eV. As for the spin multiplicity: 1. The energy above the lowest of the compared OMol25 structures with the same formula, charge and spin is 68.1 kcal per mole.

Charge distribution, natural (NBO) scheme, values in e:
1. C -0.63
2. C -0.11
3. C -0.17
4. C -0.29
5. C 0.32
6. O -0.69
7. C -0.26
8. C -0.18
9. H 0.22
10. H 0.22
11. H 0.23
12. H 0.21
13. H 0.23
14. H 0.48
15. H 0.24
16. H 0.21
17. C -0.64
18. C -0.01
19. C -0.21
20. C -0.21
21. C -0.22
22. C -0.23
23. C -0.20
24. H 0.22
25. H 0.22
26. H 0.22
27. H 0.20
28. H 0.20
29. H 0.20
30. H 0.25
31. H 0.20



No. 5
C6H12Si | ωB97M-V with the def2-TZVPD basis set

Atoms and positions in Å:
C (-0.183, -3.442, 2.688)
C (0.349, -2.527, 1.581)
C (-1.229, 1.575, -2.139)
C (-0.155, 1.580, -1.341)
C (-0.145, 2.730, -0.296)
C (1.069, 0.705, -1.415)
Si (-0.982, -1.722, 2.681)
H (-1.013, -3.999, 2.374)
H (0.501, -4.037, 3.234)
H (1.381, -2.096, 1.846)
H (0.493, -2.897, 0.597)
H (-2.012, 2.412, -2.076)
H (-1.542, 0.987, -3.063)
H (0.509, 2.497, 0.599)
H (-1.162, 3.050, -0.037)
H (0.108, 3.771, -0.878)
H (1.876, 1.289, -1.618)
H (0.868, -0.080, -2.276)
H (1.266, 0.206, -0.461)

The gap between HOMO and LUMO comes out at 8.2 eV. Its total energy is -14289.700 eV. As for the spin multiplicity: 1. The energy above the lowest of the compared OMol25 structures with the same formula, charge and spin is 103.0 kcal per mole.

Charge distribution, natural (NBO) scheme, values in e:
1. C -0.91
2. C -0.92
3. C -0.43
4. C 0.01
5. C -0.65
6. C -0.63
7. Si 0.92
8. H 0.21
9. H 0.24
10. H 0.22
11. H 0.23
12. H 0.19
13. H 0.21
14. H 0.22
15. H 0.23
16. H 0.22
17. H 0.21
18. H 0.22
19. H 0.22



No. 6
C47H33Cl4N6O2Ru | ωB97M-V with the def2-TZVPD basis set

Atoms and positions in Å:
Ru (0.062, 0.674, -0.088)
Cl (7.583, -0.758, 5.014)
C (6.055, -0.737, 4.184)
C (4.922, -0.297, 4.845)
C (3.709, -0.279, 4.176)
C (3.592, -0.705, 2.850)
C (4.766, -1.109, 2.203)
C (5.984, -1.139, 2.861)
C (2.306, -0.629, 2.128)
C (1.246, 0.246, 2.639)
C (0.506, 0.116, 3.759)
C (-0.463, 1.177, 3.777)
C (-0.303, 1.907, 2.652)
C (-1.043, 3.060, 2.185)
C (-1.567, 3.975, 3.231)
C (-0.736, 4.455, 4.243)
C (-1.218, 5.301, 5.228)
C (-2.555, 5.664, 5.208)
Cl (-3.173, 6.724, 6.443)
C (-3.410, 5.189, 4.230)
C (-2.911, 4.343, 3.251)
C (-1.335, 3.250, 0.877)
N (-1.134, 2.311, -0.146)
C (-1.734, 2.808, -1.279)
C (-1.863, 2.159, -2.483)
C (-2.573, 2.851, -3.599)
C (-1.913, 3.139, -4.791)
C (-2.562, 3.776, -5.838)
C (-3.893, 4.126, -5.691)
Cl (-4.718, 4.929, -6.997)
C (-4.581, 3.842, -4.523)
C (-3.916, 3.203, -3.488)
C (-1.418, 0.836, -2.739)
C (-1.794, 0.052, -3.880)
C (-1.275, -1.191, -3.692)
C (-0.558, -1.161, -2.451)
N (-0.684, 0.075, -1.892)
C (0.205, -2.216, -1.915)
C (0.942, -2.158, -0.756)
C (1.927, -3.163, -0.348)
C (2.624, -2.669, 0.678)
C (2.025, -1.378, 1.031)
N (0.999, -1.099, 0.112)
C (0.257, -3.484, -2.705)
C (0.907, -3.541, -3.935)
C (0.965, -4.721, -4.661)
C (0.364, -5.857, -4.146)
Cl (0.432, -7.345, -5.050)
C (-0.288, -5.831, -2.926)
C (-0.337, -4.642, -2.214)
C (-2.219, 4.168, -0.991)
C (-1.984, 4.432, 0.294)
N (0.778, 1.363, 1.885)
H (4.989, 0.029, 5.874)
H (2.831, 0.070, 4.702)
H (4.737, -1.367, 1.154)
H (6.882, -1.452, 2.346)
H (0.607, -0.680, 4.480)
H (-1.233, 1.339, 4.515)
H (0.307, 4.164, 4.255)
H (-0.568, 5.681, 6.004)
H (-4.454, 5.469, 4.244)
H (-3.582, 3.947, 2.498)
H (-0.874, 2.853, -4.902)
H (-2.044, 4.001, -6.759)
H (-5.625, 4.110, -4.432)
H (-4.452, 2.962, -2.578)
H (-2.402, 0.396, -4.701)
H (-1.377, -2.050, -4.334)
H (2.056, -4.125, -0.818)
H (3.391, -3.168, 1.246)
H (1.377, -2.647, -4.328)
H (1.472, -4.765, -5.615)
H (-0.754, -6.729, -2.544)
H (-0.849, -4.609, -1.260)
H (-2.675, 4.825, -1.714)
H (-2.220, 5.337, 0.829)
C (5.653, 0.959, -1.727)
O (4.681, 1.958, -2.069)
C (3.445, 1.768, -1.569)
O (3.104, 0.823, -0.900)
N (2.663, 2.831, -1.907)
N (1.300, 2.813, -1.613)
H (6.610, 1.470, -1.682)
H (5.671, 0.194, -2.501)
H (5.412, 0.508, -0.768)
H (3.044, 3.508, -2.549)
H (0.743, 2.655, -2.445)
H (1.021, 3.683, -1.179)
C (1.871, 2.360, 1.686)
H (2.631, 1.903, 1.059)
H (2.289, 2.642, 2.655)
H (1.447, 3.233, 1.193)

Its expectation value of S² is 0.78. The gap between HOMO and LUMO (alpha / beta) comes out at 5.3 / 5.3 eV. Its total energy is -114982.006 eV. As for the spin multiplicity: 2. The energy above the lowest of the compared OMol25 structures with the same formula, charge and spin is 0.0 kcal per mole.

Charge distribution, Löwdin scheme, values in e:
1. Ru 1.21
2. Cl 0.66
3. C -0.67
4. C -0.10
5. C -0.02
6. C -0.15
7. C -0.03
8. C -0.10
9. C -0.07
10. C -0.22
11. C 0.00
12. C 0.02
13. C -0.22
14. C -0.09
15. C -0.18
16. C -0.02
17. C -0.10
18. C -0.67
19. Cl 0.66
20. C -0.09
21. C -0.03
22. C -0.23
23. N -0.05
24. C -0.26
25. C -0.11
26. C -0.21
27. C -0.03
28. C -0.10
29. C -0.67
30. Cl 0.66
31. C -0.10
32. C -0.03
33. C -0.25
34. C -0.01
35. C -0.01
36. C -0.23
37. N -0.03
38. C -0.08
39. C -0.23
40. C 0.02
41. C -0.01
42. C -0.22
43. N -0.04
44. C -0.21
45. C -0.03
46. C -0.10
47. C -0.67
48. Cl 0.65
49. C -0.10
50. C -0.02
51. C 0.00
52. C -0.01
53. N -0.16
54. H 0.11
55. H 0.10
56. H 0.11
57. H 0.11
58. H 0.12
59. H 0.12
60. H 0.12
61. H 0.11
62. H 0.11
63. H 0.12
64. H 0.12
65. H 0.11
66. H 0.11
67. H 0.13
68. H 0.11
69. H 0.11
70. H 0.12
71. H 0.11
72. H 0.13
73. H 0.10
74. H 0.11
75. H 0.13
76. H 0.11
77. H 0.11
78. C -0.03
79. O -0.03
80. C -0.58
81. O 0.07
82. N 0.01
83. N 0.05
84. H 0.09
85. H 0.10
86. H 0.08
87. H 0.15
88. H 0.08
89. H 0.09
90. C 0.00
91. H 0.07
92. H 0.11
93. H 0.08